The following is a DFT calculation (ωB97M-V with the def2-TZVPD basis set) of a structure of composition C35H35N3O3P2Y in a non-equilibrium geometry.

The geometry in ORCA input format:
```
! RIJCOSX wB97M-V def2-TZVPD def2/J DEFGRID3
* xyz 1 1
C -2.4766 2.6479 -4.2402
C -1.3384 2.7545 -3.4467
C -1.3196 3.7281 -2.4177
C -2.4802 4.5535 -2.1470
C -3.6088 4.3967 -2.9936
C -3.5911 3.4630 -4.0268
C -2.4217 5.4286 -1.0562
C -1.2873 5.4997 -0.2397
C -0.1548 4.6626 -0.5779
C 1.0097 4.6428 0.2277
C 1.0572 5.4648 1.3499
C -0.0145 6.2968 1.6846
C -1.1738 6.3213 0.9130
H -2.4908 1.8997 -5.0340
H -4.4937 5.0195 -2.8141
H -4.4660 3.3593 -4.6701
H -3.2790 6.0683 -0.8377
H 1.9517 5.4467 1.9733
H 0.0533 6.9340 2.5676
H -2.0171 6.9679 1.1853
N -0.2073 3.8318 -1.6492
Y -0.2499 0.5257 -0.0695
C -0.1435 1.8141 -3.5883
H 0.7795 2.3689 -3.3577
H -0.0994 1.3808 -4.5784
C 2.1271 3.6692 -0.1421
H 2.2075 3.6255 -1.2388
H 3.0702 3.9665 0.3022
P -0.2018 0.3812 -2.5196
P 1.9010 1.9750 0.4377
C 2.1433 2.0757 2.2068
H 2.1327 1.0796 2.6741
H 3.1220 2.5431 2.3718
H 1.3644 2.6783 2.6867
C 3.3150 1.1121 -0.2081
H 4.2038 1.6343 0.1628
H 3.3439 0.0650 0.1190
H 3.3205 1.1307 -1.3049
C -1.6759 -0.5175 -3.0017
H -1.6171 -0.6743 -4.0773
H -1.7455 -1.4819 -2.4784
H -2.5826 0.0464 -2.7506
C 1.1713 -0.6420 -3.0094
H 1.2210 -1.5775 -2.4402
H 1.0274 -0.8710 -4.0686
H 2.1220 -0.1115 -2.8759
C -0.8991 0.8654 1.8603
O -1.3942 0.9904 2.9924
H -1.2340 2.1569 -0.2302
O -2.4082 -1.8131 -0.4008
C -1.3330 -2.3215 -0.0412
N -1.0815 -3.6206 0.4529
C 0.1414 -3.6907 1.1492
C 0.8220 -2.3769 0.6878
O 1.9524 -1.9462 0.9969
N -0.0830 -1.6237 0.0127
C -0.2071 -3.5816 2.6668
C 0.2042 -2.5473 3.4833
C -0.2163 -2.4774 4.8176
C -1.0669 -3.4385 5.3345
C -1.4993 -4.4809 4.5131
C -1.0728 -4.5436 3.1817
C 0.8887 -4.9445 0.7163
C 1.3405 -5.8641 1.6494
C 1.9629 -7.0489 1.2381
C 2.1410 -7.3104 -0.1124
C 1.6973 -6.3822 -1.0553
C 1.0729 -5.1975 -0.6393
H -1.8982 -4.2090 0.5356
H 0.8687 -1.7363 3.1294
H 0.1234 -1.6469 5.4528
H -1.4055 -3.3807 6.3721
H -2.1815 -5.2425 4.9128
H -1.4517 -5.3780 2.5639
H 1.2195 -5.7035 2.7309
H 2.3057 -7.7695 1.9927
H 2.6233 -8.2384 -0.4309
H 1.8371 -6.5885 -2.1248
H 0.7235 -4.4932 -1.4107
*
```

**F_max**: 17.5 eV/Å
**Energy relative to the best compared isomer or geometry (same formula, charge and spin)**: 603.0 kJ/mol
**E**: -67090.0323 eV
**HOMO-LUMO gap**: 5.87 eV